Entry from OMol25: a cluster of 2 separate species, CH3ClF2Si in total (wB97M-V/def2-TZVPD).

Output
E in hartree: -989.15301
Multiplicity: 1
Total charge: 0
Energy relative to the best compared isomer or geometry (same formula, charge and spin) in kcal/mol: 74.7
LUMO level (alpha / beta) in eV: -0.88 / -1.17
Orbital gap (alpha / beta) in hartree: 0.3121 / 0.2387

Each atom is followed by the atoms it is bonded to, with distances in Å.
Geometry (Å):
1 C -1.40870 0.26870 -0.12495  F2 1.389, F3 1.317, Cl5 1.755
2 F -1.52715 0.79470 1.15564  C1 1.389
3 F -1.98495 1.11013 -0.95763  C1 1.317
4 Si 1.75424 -0.29454 0.03846  H6 1.577, H7 1.502, H8 1.447
5 Cl -2.14224 -1.31956 -0.26450  C1 1.755
6 H 1.20460 1.00727 0.73813  Si4 1.577
7 H 2.60633 0.05190 -1.14847  Si4 1.502
8 H 1.49787 -1.61859 0.56333  Si4 1.447